1.
{
  "formula": "C4H9N",
  "method": "ωB97M-V/def2-TZVPD",
  "species": ["C", "C", "N", "C", "C", "H", "H", "H", "H", "H", "H", "H", "H", "H"],
  "positions_angstrom": [[-0.45352, -1.79349, -0.03503], [1.64467, 1.04042, -0.00173], [-1.81437, 0.00907, -0.48542], [-0.90147, 0.85100, -0.09239], [0.34281, 0.39025, 0.36514], [-2.78484, 0.23574, -0.24357], [-1.04437, 1.92206, -0.27595], [0.29734, -0.11086, 1.32303], [0.37003, -2.13935, 0.57728], [-1.39394, -2.21278, 0.28544], [-0.25863, -1.80887, -1.09672], [2.38460, 0.29206, -0.30548], [2.08290, 1.60090, 0.83092], [1.52880, 1.72385, -0.84553]],
  "relative_energy_kj_mol": 431.8,
  "orbital_gap_ev": [8.3, 8.3],
  "homo_energy_ev": [-7.845, -7.844]
}


2.
{
  "formula": "C34H40N4O2P2W",
  "method": "ωB97M-V/def2-TZVPD",
  "species": ["W", "C", "C", "C", "C", "C", "C", "C", "C", "C", "H", "H", "H", "H", "H", "H", "H", "H", "H", "H", "H", "H", "H", "H", "H", "P", "P", "N", "N", "N", "N", "C", "C", "C", "C", "C", "C", "C", "C", "C", "C", "C", "C", "C", "C", "C", "C", "C", "C", "H", "H", "H", "H", "H", "H", "H", "H", "H", "H", "H", "H", "H", "H", "H", "H", "H", "H", "H", "H", "O", "C", "O", "C", "C", "C", "C", "C", "C", "H", "H", "H", "H", "H"],
  "positions_angstrom": [[0.19701, -0.93536, -3.42985], [-0.87561, 0.53037, -1.12678], [-1.32342, 0.21003, -2.48355], [-1.13287, 1.21912, -3.63207], [-0.03856, 0.93189, -4.61704], [1.41615, 0.71770, -4.04748], [1.56697, 0.78526, -2.61941], [1.09364, 1.97550, -1.81723], [-0.11909, 1.73518, -0.86574], [0.86695, -1.62774, -1.55133], [-1.29799, -0.07308, -0.34459], [-2.32793, -0.26812, -2.51286], [-1.05243, 2.26260, -3.26064], [-2.11985, 1.31261, -4.11097], [-0.33238, -0.10739, -5.14964], [0.02321, 1.57658, -5.54084], [2.15788, 0.84300, -4.80162], [2.47136, 0.32253, -2.21301], [0.95022, 2.87849, -2.41610], [1.95248, 2.30440, -1.19068], [0.28757, 1.65872, 0.17292], [-0.69600, 2.67249, -0.82470], [0.67312, -1.17891, -0.55955], [1.92651, -1.91431, -1.59861], [0.28574, -2.56849, -1.69104], [1.45966, -1.03644, -7.19390], [-2.09641, -0.44380, -7.11297], [2.74095, 0.14313, -7.52589], [2.24751, -2.30477, -8.27734], [-2.33814, 1.32532, -7.49556], [-3.59238, -1.00922, -7.95514], [0.40080, -0.36767, -8.56116], [-1.05185, -0.86309, -8.60345], [3.72753, 0.47076, -6.59705], [4.75957, 1.12085, -7.22288], [4.41792, 1.20437, -8.58872], [3.17844, 0.64909, -8.75069], [2.25614, -3.65088, -7.91664], [2.66392, -4.42212, -9.00897], [2.85810, -3.52711, -10.10133], [2.64519, -2.23262, -9.61612], [-2.21946, 2.32676, -6.52397], [-2.10271, 3.56061, -7.12744], [-2.14631, 3.33869, -8.53172], [-2.29779, 1.97513, -8.72262], [-4.32555, -0.46226, -9.01871], [-5.44138, -1.26938, -9.28507], [-5.32158, -2.43521, -8.45079], [-4.14338, -2.27922, -7.70182], [0.83938, -0.67510, -9.51896], [0.47657, 0.72664, -8.52537], [-1.48735, -0.44763, -9.52110], [-1.09095, -1.96129, -8.67623], [3.59718, 0.20420, -5.53809], [5.68195, 1.46552, -6.73368], [5.03913, 1.59293, -9.39926], [2.53050, 0.59841, -9.62822], [1.96522, -3.93471, -6.91633], [2.79191, -5.50328, -9.03555], [3.07803, -3.75992, -11.12464], [2.75102, -1.30023, -10.13165], [-2.25396, 2.07331, -5.47748], [-1.97020, 4.51670, -6.60960], [-2.05094, 4.06388, -9.33009], [-2.39318, 1.42536, -9.65494], [-4.01207, 0.41676, -9.52632], [-6.23447, -1.01935, -9.95394], [-6.01272, -3.24820, -8.38836], [-3.64550, -2.95247, -7.03595], [-1.41144, 0.49875, 2.25803], [-0.45325, 1.17514, 2.70651], [0.40358, 1.89672, 2.10409], [-0.29629, 1.15686, 4.22619], [0.71032, 1.89094, 4.88627], [0.71848, 2.02605, 6.28273], [-0.30298, 1.45111, 7.05345], [-1.25810, 0.64985, 6.43411], [-1.25854, 0.50895, 5.04027], [1.48829, 2.35430, 4.29138], [1.54080, 2.58140, 6.76345], [-0.35693, 1.66460, 8.14057], [-2.01295, 0.11009, 7.03123], [-1.99710, -0.11084, 4.53320]],
  "relative_energy_kj_mol": 0.0,
  "total_charge": 2,
  "orbital_gap_ev": [3.9, 3.2],
  "spin_multiplicity": 3,
  "homo_energy_ev": [-12.031, -12.031]
}


3.
{
  "formula": "C18H33NNiO3P2",
  "method": "ωB97M-V/def2-TZVPD",
  "species": ["C", "C", "H", "H", "C", "C", "H", "H", "C", "H", "H", "H", "C", "H", "H", "H", "Ni", "O", "C", "O", "C", "O", "N", "C", "C", "H", "H", "H", "H", "C", "C", "H", "H", "H", "C", "P", "C", "C", "C", "P", "C", "C", "H", "H", "H", "H", "H", "H", "H", "H", "H", "H", "H", "H", "H", "H", "H", "H"],
  "positions_angstrom": [[-2.70085, 4.83731, 2.79534], [-3.55439, 5.61273, 2.07020], [-2.24629, 5.24846, 3.69819], [-2.49793, 3.80907, 2.51066], [-4.19400, 5.09824, 0.86578], [-3.67979, 4.02523, 0.20073], [-2.77394, 3.53226, 0.54272], [-4.17019, 3.68055, -0.71072], [-3.85042, 7.02729, 2.52346], [-3.29840, 7.22932, 3.44619], [-4.91772, 7.18618, 2.72149], [-3.54079, 7.77601, 1.78062], [-5.45125, 5.76757, 0.35186], [-5.29461, 6.82868, 0.12139], [-6.27666, 5.70901, 1.07579], [-5.77702, 5.26286, -0.56244], [1.72249, -2.18039, -0.66639], [0.61996, -0.92271, 0.45038], [-0.56961, -0.92383, 0.83045], [-0.02474, -3.29966, -0.82052], [-1.09806, -3.10722, -0.22258], [-2.09473, -3.97082, -0.27090], [-1.41439, -2.01319, 0.57047], [-3.17122, -3.50236, 0.62279], [-2.79021, -2.12316, 1.07583], [-3.23246, -4.20204, 1.45899], [-4.10604, -3.51656, 0.06053], [-2.81843, -2.01380, 2.16310], [-3.42337, -1.35579, 0.61761], [-1.12191, 0.18823, 1.55875], [-0.39966, 1.30642, 1.78624], [-2.13892, 0.06814, 1.92585], [0.61127, 1.39291, 1.38973], [-0.84045, 2.10914, 2.37717], [4.06881, -0.48135, 0.65369], [3.41243, -0.52975, -1.17685], [5.17254, -0.64192, -1.69618], [2.91617, -1.39899, -3.03096], [3.34497, -2.84530, -3.15147], [2.69265, -3.89018, -1.80239], [2.68946, -5.55439, -2.54166], [3.91453, -3.97281, -0.45822], [4.62011, 0.46733, 0.73627], [4.76066, -1.28690, 0.89963], [3.26559, -0.45970, 1.39288], [5.77866, -1.40563, -1.18153], [5.22750, -0.81947, -2.78010], [5.56154, 0.37299, -1.47711], [1.82749, -1.24995, -3.13141], [3.41836, -0.80491, -3.79620], [2.94988, -3.30159, -4.06608], [4.43322, -2.98112, -3.18194], [3.72571, -5.82446, -2.82900], [2.31265, -6.28503, -1.80719], [2.03101, -5.55304, -3.42813], [4.91770, -4.19322, -0.83850], [3.90742, -3.09897, 0.21108], [3.56566, -4.82575, 0.14260]],
  "relative_energy_kj_mol": 0.0,
  "total_charge": 2,
  "orbital_gap_ev": [4.0, 3.3],
  "spin_multiplicity": 3,
  "homo_energy_ev": [-11.846, -11.846]
}


4.
{
  "formula": "C36H45FN4ReS",
  "method": "ωB97M-V/def2-TZVPD",
  "species": ["Re", "C", "C", "C", "C", "C", "C", "C", "C", "C", "C", "C", "C", "C", "C", "C", "C", "C", "H", "H", "H", "H", "H", "H", "H", "H", "H", "H", "H", "H", "H", "H", "H", "H", "H", "H", "H", "H", "H", "H", "H", "H", "H", "H", "H", "H", "H", "C", "C", "C", "C", "C", "C", "C", "C", "S", "C", "N", "C", "C", "C", "C", "C", "C", "C", "C", "H", "H", "H", "H", "H", "H", "H", "H", "H", "H", "H", "H", "H", "H", "H", "H", "N", "C", "N", "C", "N", "F"],
  "positions_angstrom": [[0.82000, 0.58422, 0.30629], [-1.28717, -0.13850, 0.96255], [-0.80583, -1.27845, 1.73909], [0.10184, -0.73679, 2.71975], [0.07221, 0.71147, 2.52268], [-0.94306, 1.08692, 1.62998], [-1.81268, 2.39050, 1.65437], [-2.14451, 2.78652, 0.21608], [-1.09396, 3.52811, 2.32149], [-3.08443, 2.02403, 2.46169], [0.94146, -1.46226, 3.78355], [0.08226, -2.49531, 4.55013], [2.27461, -2.15049, 3.33398], [1.48820, -0.41019, 4.79640], [-1.28056, -2.64229, 1.33629], [-0.20701, -3.69787, 1.40751], [-1.80604, -2.65409, -0.13760], [-2.45294, -2.94824, 2.23343], [-2.07251, -0.20274, 0.22806], [0.49894, 1.38490, 3.23921], [-1.19451, 3.03959, -0.29737], [-2.81380, 3.60171, 0.09335], [-2.52818, 1.94975, -0.31318], [-0.08306, 3.67548, 1.93428], [-0.90486, 3.31258, 3.40315], [-1.64087, 4.43699, 2.23838], [-3.79286, 1.48869, 1.85050], [-3.66927, 2.91735, 2.71602], [-2.86102, 1.46401, 3.38956], [-0.33455, -3.28555, 3.90453], [-0.79055, -2.02527, 5.05819], [0.73264, -2.97100, 5.27740], [2.05250, -3.01302, 2.66525], [2.78103, -2.60074, 4.17050], [2.91944, -1.43430, 2.85280], [0.70662, 0.38237, 5.04954], [2.31907, 0.18583, 4.50578], [1.80135, -0.88585, 5.73130], [0.72458, -3.41395, 0.87213], [-0.62127, -4.66787, 1.08307], [0.13890, -3.85070, 2.46298], [-1.04951, -2.25735, -0.79347], [-2.67896, -2.06414, -0.26059], [-2.02355, -3.65005, -0.46444], [-2.26843, -2.69561, 3.27556], [-2.78139, -4.00973, 2.13393], [-3.27100, -2.33040, 1.90007], [-3.15047, -0.34030, -3.16414], [-2.51976, 0.05824, -4.52140], [-2.96460, -0.95729, -5.55800], [-2.93739, 1.53918, -4.97489], [-0.97397, 0.07663, -4.38612], [-0.13543, 0.00311, -5.51166], [1.23186, 0.05598, -5.29502], [1.78039, 0.27020, -4.04903], [3.42976, 0.23877, -3.48408], [2.84025, 0.42936, -1.86583], [1.56081, 0.47700, -1.74699], [0.91470, 0.34767, -2.96845], [-0.43995, 0.21799, -3.12504], [3.69696, 0.54233, -0.66025], [5.08714, 0.56169, -0.79622], [5.88006, 0.48277, 0.31418], [5.25730, 0.47139, 1.57137], [3.87332, 0.50860, 1.64337], [3.03000, 0.62072, 0.55831], [-4.19549, -0.66140, -3.30309], [-3.09195, 0.46322, -2.44745], [-2.57431, -1.15775, -2.78985], [-4.05647, -0.84794, -5.66822], [-2.79802, -1.98452, -5.33403], [-2.56696, -0.77831, -6.56031], [-3.99769, 1.62493, -4.92263], [-2.64251, 1.69479, -5.98033], [-2.46298, 2.25795, -4.31916], [-0.60264, -0.07729, -6.52037], [1.91539, 0.00736, -6.13837], [-1.06041, 0.26546, -2.23550], [5.57011, 0.56612, -1.80572], [6.94632, 0.55414, 0.22599], [5.82111, 0.46766, 2.48492], [3.41181, 0.49411, 2.64746], [4.49930, 3.73517, -2.33415], [3.61286, 3.95013, -1.62044], [2.63550, 4.22489, -0.78626], [1.80459, 3.35764, -0.41193], [1.06110, 2.58638, 0.05483], [1.15300, -1.32500, 0.04037]],
  "relative_energy_kj_mol": 0.0,
  "orbital_gap_ev": [7.4, 7.4],
  "spin_multiplicity": 4,
  "homo_energy_ev": [-7.612, -8.470]
}